{"formula": "C33H72FeO29P4S", "method": "ωB97M-V/def2-TZVPD", "spin_multiplicity": 5, "energy_ev": -177152.0431, "lumo_energy_ev": [0.0, 0.0], "homo_lumo_gap_ev": [8.02, 7.16], "homo_ev": [-7.99, -7.14], "total_charge": 0, "elements": ["Fe", "S", "O", "O", "O", "O", "C", "C", "O", "C", "O", "O", "H", "H", "H", "H", "C", "C", "O", "C", "O", "O", "H", "H", "H", "H", "C", "C", "O", "C", "O", "O", "H", "H", "H", "H", "C", "C", "O", "P", "O", "O", "C", "C", "O", "C", "C", "H", "H", "H", "H", "H", "H", "H", "H", "H", "H", "H", "H", "H", "H", "H", "C", "C", "O", "P", "O", "O", "C", "C", "O", "C", "C", "H", "H", "H", "H", "H", "H", "H", "H", "H", "H", "H", "H", "H", "H", "H", "C", "C", "O", "P", "O", "O", "C", "C", "O", "C", "C", "H", "H", "H", "H", "H", "H", "H", "H", "H", "H", "H", "H", "H", "H", "H", "C", "C", "O", "P", "O", "O", "C", "C", "O", "C", "C", "H", "H", "H", "H", "H", "H", "H", "H", "H", "H", "H", "H", "H", "H", "H"], "xyz": [[-0.12, 0.18, -0.06], [-2.19, -1.17, 0.77], [-0.95, -0.74, 1.44], [-3.29, -0.33, 1.20], [-1.88, -0.69, -0.53], [-2.59, -2.55, 0.87], [-4.67, -0.81, -2.45], [-5.48, -1.05, -1.16], [-6.57, -0.30, -1.38], [-6.50, 0.44, -2.50], [-7.39, 1.21, -2.90], [-5.44, 0.09, -3.14], [-4.69, -1.66, -3.12], [-3.72, -0.31, -2.29], [-5.10, -0.68, -0.21], [-5.55, -2.14, -1.21], [-2.49, -5.68, 2.75], [-3.86, -5.20, 2.12], [-4.71, -6.31, 2.36], [-3.89, -7.43, 2.56], [-4.23, -8.57, 2.59], [-2.64, -7.10, 2.79], [-2.42, -5.25, 3.75], [-1.74, -5.32, 2.05], [-3.82, -4.82, 1.10], [-4.20, -4.36, 2.73], [-0.22, -1.47, 4.25], [-1.60, -1.45, 4.59], [-1.63, -1.19, 5.94], [-0.29, -0.81, 6.35], [0.02, -0.44, 7.49], [0.52, -1.22, 5.39], [-0.01, -0.62, 3.60], [0.24, -2.31, 3.74], [-1.96, -2.44, 4.31], [-2.13, -0.71, 3.98], [-0.62, -4.58, -2.91], [-0.16, -3.91, -1.61], [1.28, -3.73, -1.65], [1.85, -2.66, -0.59], [1.15, -1.32, -0.62], [1.64, -3.50, 0.77], [2.49, -4.64, 1.07], [2.04, -5.11, 2.44], [3.46, -2.58, -0.74], [4.02, -2.28, -2.06], [5.10, -1.25, -1.78], [-1.15, -3.87, -3.54], [0.30, -4.99, -3.33], [-1.19, -5.51, -2.79], [-0.75, -3.02, -1.38], [-0.35, -4.67, -0.85], [2.35, -5.45, 0.36], [3.57, -4.46, 1.05], [2.68, -5.90, 2.85], [2.10, -4.33, 3.20], [1.03, -5.53, 2.48], [4.64, -3.02, -2.56], [3.27, -1.90, -2.75], [6.07, -1.43, -1.32], [5.43, -0.88, -2.75], [4.68, -0.33, -1.37], [5.09, 3.44, 0.65], [3.78, 2.75, 0.32], [3.83, 1.53, 0.97], [2.69, 1.13, 2.08], [1.43, 0.64, 1.43], [3.41, -0.02, 2.96], [3.90, -1.15, 2.31], [5.14, -1.81, 3.00], [2.49, 2.36, 3.02], [3.24, 2.86, 4.10], [2.71, 2.14, 5.34], [5.93, 3.05, 0.08], [5.16, 4.40, 0.14], [5.53, 3.37, 1.64], [2.94, 3.28, 0.76], [3.71, 2.71, -0.77], [3.12, -1.87, 2.05], [4.20, -0.97, 1.28], [5.73, -2.53, 2.43], [6.01, -1.16, 2.87], [4.87, -2.24, 3.97], [4.33, 2.79, 4.06], [3.02, 3.93, 4.10], [3.10, 1.12, 5.31], [3.14, 2.55, 6.25], [1.62, 2.10, 5.39], [-4.88, 3.37, -0.79], [-3.56, 2.57, -0.43], [-2.41, 3.41, -0.80], [-1.15, 3.55, 0.20], [-0.44, 2.24, 0.33], [-0.35, 4.71, -0.59], [-0.96, 5.91, -1.08], [-0.39, 7.00, -0.22], [-1.72, 4.13, 1.49], [-1.75, 3.48, 2.78], [-0.91, 4.37, 3.61], [-4.81, 4.44, -0.61], [-4.95, 3.34, -1.88], [-5.75, 2.91, -0.33], [-3.67, 2.49, 0.65], [-3.42, 1.55, -0.78], [-0.57, 6.14, -2.07], [-2.05, 5.80, -1.13], [-0.79, 6.82, 0.77], [0.69, 6.94, -0.14], [-0.65, 8.02, -0.52], [-2.71, 3.25, 3.24], [-1.31, 2.50, 2.57], [-1.06, 4.32, 4.69], [0.17, 4.43, 3.47], [-1.29, 5.39, 3.61], [-1.58, -1.92, -5.45], [-1.40, -1.01, -4.18], [-0.33, -0.14, -4.43], [0.01, 1.13, -3.48], [0.19, 0.92, -1.95], [1.39, 1.78, -4.09], [2.68, 1.44, -3.62], [3.28, 0.51, -4.80], [-1.11, 2.22, -3.99], [-1.06, 2.81, -5.25], [-1.18, 4.34, -5.06], [-1.82, -1.46, -6.41], [-0.70, -2.53, -5.68], [-2.33, -2.67, -5.20], [-2.32, -0.44, -4.06], [-1.30, -1.61, -3.28], [3.24, 2.38, -3.55], [2.62, 1.05, -2.60], [3.73, 1.00, -5.66], [3.92, -0.30, -4.46], [2.45, -0.04, -5.25], [-0.10, 2.67, -5.75], [-1.87, 2.41, -5.87], [-1.23, 4.81, -6.05], [-2.08, 4.67, -4.55], [-0.27, 4.56, -4.50]], "lowdin_charge": [0.677, 0.162, -0.386, -0.348, -0.383, -0.311, -0.125, -0.139, 0.082, -0.570, 0.101, 0.079, 0.138, 0.104, 0.119, 0.136, -0.089, -0.126, 0.042, -0.570, 0.155, 0.071, 0.124, 0.115, 0.110, 0.122, -0.188, -0.192, 0.057, -0.447, 0.108, 0.082, 0.112, 0.141, 0.134, 0.135, -0.038, -0.230, -0.181, 0.539, -0.249, -0.185, -0.243, -0.063, -0.180, -0.218, -0.083, 0.045, 0.081, 0.080, 0.096, 0.116, 0.119, 0.112, 0.081, 0.072, 0.073, 0.123, 0.108, 0.086, 0.064, 0.067, -0.071, -0.287, -0.185, 0.532, -0.231, -0.147, -0.284, -0.037, -0.167, -0.245, -0.055, 0.070, 0.079, 0.079, 0.112, 0.115, 0.097, 0.091, 0.066, 0.071, 0.078, 0.122, 0.120, 0.074, 0.084, 0.086, -0.039, -0.195, -0.201, 0.470, -0.254, -0.174, -0.262, -0.075, -0.152, -0.206, -0.077, 0.070, 0.066, 0.081, 0.101, 0.099, 0.112, 0.120, 0.070, 0.082, 0.081, 0.135, 0.113, 0.080, 0.077, 0.081, -0.052, -0.253, -0.173, 0.674, -0.274, -0.218, -0.207, -0.029, -0.179, -0.292, -0.052, 0.074, 0.069, 0.067, 0.105, 0.103, 0.111, 0.095, 0.072, 0.040, 0.064, 0.111, 0.124, 0.076, 0.077, 0.074]}

=====

{"formula": "C33H75N9O21S3", "method": "ωB97M-V/def2-TZVPD", "energy_ev": -124347.9618, "lumo_energy_ev": 0.0, "homo_lumo_gap_ev": 8.49, "homo_ev": -8.47, "total_charge": 0, "elements": ["C", "C", "O", "S", "O", "O", "O", "H", "H", "H", "H", "C", "C", "O", "S", "O", "O", "O", "H", "H", "H", "H", "C", "C", "O", "S", "O", "O", "O", "H", "H", "H", "H", "C", "C", "O", "N", "C", "H", "H", "H", "H", "H", "H", "H", "C", "C", "O", "N", "C", "H", "H", "H", "H", "H", "H", "H", "C", "C", "O", "N", "C", "H", "H", "H", "H", "H", "H", "H", "C", "C", "O", "N", "C", "H", "H", "H", "H", "H", "H", "H", "C", "C", "O", "N", "C", "H", "H", "H", "H", "H", "H", "H", "C", "C", "O", "N", "C", "H", "H", "H", "H", "H", "H", "H", "C", "C", "O", "N", "C", "H", "H", "H", "H", "H", "H", "H", "C", "C", "O", "N", "C", "H", "H", "H", "H", "H", "H", "H", "C", "C", "O", "N", "C", "H", "H", "H", "H", "H", "H", "H"], "xyz": [[-0.06, 5.49, 4.71], [1.26, 5.41, 4.00], [0.88, 5.26, 2.70], [-0.66, 4.92, 2.33], [-0.77, 3.58, 1.73], [-1.46, 6.04, 1.79], [-0.94, 4.72, 3.94], [-0.55, 6.46, 4.67], [0.04, 5.20, 5.76], [1.79, 4.54, 4.38], [1.84, 6.33, 4.04], [-2.31, -0.77, -7.97], [-2.72, 0.64, -7.56], [-1.57, 1.19, -6.92], [-0.68, 0.02, -6.08], [-0.99, -0.05, -4.65], [0.69, -0.01, -6.53], [-1.59, -1.18, -6.80], [-1.69, -0.83, -8.87], [-3.24, -1.34, -7.99], [-3.48, 0.61, -6.77], [-2.92, 1.19, -8.48], [0.32, 0.98, 0.03], [-0.07, 0.19, -1.27], [-1.29, -0.37, -0.84], [-1.24, -0.71, 0.77], [-0.34, -1.86, 0.95], [-2.56, -0.65, 1.31], [-0.53, 0.65, 1.08], [0.24, 2.07, -0.01], [1.36, 0.83, 0.32], [0.56, -0.67, -1.48], [-0.18, 0.94, -2.06], [6.65, -3.92, 0.59], [5.27, -3.25, 0.84], [4.42, -3.73, 1.66], [5.18, -2.00, 0.35], [3.95, -1.21, 0.37], [6.60, -4.36, -0.40], [6.85, -4.62, 1.41], [7.42, -3.15, 0.58], [5.77, -1.69, -0.41], [3.12, -1.90, 0.30], [3.81, -0.49, -0.44], [3.87, -0.65, 1.30], [-0.57, 0.86, 8.03], [-0.26, 1.65, 6.72], [-0.17, 2.89, 6.80], [-0.07, 0.98, 5.64], [0.30, 1.43, 4.30], [-0.44, 1.47, 8.92], [0.06, -0.03, 7.96], [-1.63, 0.60, 8.04], [-0.34, 0.01, 5.52], [1.37, 1.36, 4.13], [-0.11, 2.38, 3.97], [-0.05, 0.53, 3.78], [5.67, -1.17, 4.70], [4.25, -0.86, 4.66], [3.70, -0.66, 5.73], [3.66, -1.15, 3.57], [2.25, -1.13, 3.29], [6.07, -1.79, 5.50], [6.35, -0.32, 4.72], [6.06, -1.75, 3.86], [4.23, -1.60, 2.86], [1.93, -0.25, 2.74], [1.65, -1.22, 4.20], [1.80, -1.88, 2.64], [0.50, 3.38, -8.31], [0.76, 4.04, -7.03], [0.68, 5.31, -6.84], [1.04, 3.20, -6.04], [1.30, 3.62, -4.61], [1.38, 3.65, -8.89], [-0.41, 3.74, -8.81], [0.49, 2.30, -8.14], [1.45, 2.29, -6.21], [0.87, 4.62, -4.54], [2.34, 3.61, -4.28], [0.83, 2.99, -3.85], [-4.46, -1.58, -2.11], [-4.36, -2.75, -3.15], [-5.22, -3.58, -3.04], [-3.36, -2.74, -4.02], [-3.20, -3.86, -4.96], [-4.18, -0.68, -2.65], [-3.82, -1.68, -1.22], [-5.50, -1.49, -1.79], [-2.57, -2.17, -3.74], [-2.40, -3.61, -5.66], [-4.17, -3.99, -5.44], [-2.96, -4.81, -4.49], [2.61, 3.39, -1.34], [3.52, 3.30, -0.14], [3.99, 2.18, 0.17], [3.65, 4.32, 0.65], [4.43, 4.31, 1.91], [1.84, 4.16, -1.23], [2.09, 2.44, -1.46], [3.15, 3.67, -2.24], [3.32, 5.21, 0.31], [5.46, 4.63, 1.75], [4.35, 3.34, 2.41], [3.93, 5.06, 2.53], [-5.21, 1.05, 0.55], [-6.34, 1.35, -0.42], [-6.35, 2.36, -1.06], [-7.10, 0.30, -0.69], [-7.93, 0.16, -1.93], [-4.69, 0.27, -0.01], [-5.48, 0.62, 1.52], [-4.44, 1.81, 0.65], [-6.83, -0.52, -0.18], [-7.43, 0.76, -2.68], [-8.94, 0.47, -1.66], [-7.95, -0.83, -2.38], [-1.05, -3.16, 7.31], [-0.95, -2.76, 5.92], [-0.71, -1.58, 5.57], [-1.13, -3.82, 5.09], [-1.06, -3.69, 3.62], [-2.05, -2.91, 7.66], [-0.37, -2.52, 7.86], [-0.84, -4.17, 7.68], [-0.90, -4.69, 5.55], [-0.43, -4.42, 3.12], [-0.80, -2.71, 3.22], [-1.99, -3.86, 3.09], [0.99, -4.41, -3.97], [0.45, -4.11, -2.61], [1.12, -3.33, -1.93], [-0.75, -4.54, -2.22], [-1.43, -4.23, -1.01], [0.46, -5.13, -4.61], [1.98, -4.84, -3.87], [1.23, -3.46, -4.44], [-1.32, -5.14, -2.80], [-1.34, -3.14, -0.94], [-1.13, -4.59, -0.03], [-2.44, -4.62, -1.09]], "lowdin_charge": [-0.199, -0.217, -0.218, 0.754, -0.250, -0.236, -0.204, 0.131, 0.128, 0.138, 0.140, -0.154, -0.161, -0.227, 0.736, -0.256, -0.238, -0.241, 0.136, 0.138, 0.139, 0.142, -0.191, -0.132, -0.221, 0.653, -0.249, -0.212, -0.190, 0.108, 0.116, 0.118, 0.120, -0.001, -0.499, -0.007, 0.011, -0.066, 0.077, 0.080, 0.071, 0.135, 0.088, 0.080, 0.057, 0.008, -0.548, -0.009, 0.033, -0.024, 0.074, 0.063, 0.072, 0.053, 0.077, 0.067, 0.068, -0.009, -0.621, 0.038, 0.041, -0.051, 0.091, 0.086, 0.070, 0.090, 0.064, 0.080, 0.080, -0.006, -0.537, -0.022, 0.024, -0.032, 0.097, 0.098, 0.058, 0.108, 0.085, 0.062, 0.062, 0.016, -0.579, 0.049, 0.027, -0.052, 0.083, 0.061, 0.055, 0.122, 0.072, 0.087, 0.069, 0.000, -0.555, -0.006, 0.024, -0.025, 0.088, 0.066, 0.073, 0.143, 0.086, 0.090, 0.068, 0.002, -0.611, 0.060, -0.003, -0.041, 0.044, 0.087, 0.089, 0.123, 0.080, 0.080, 0.075, -0.009, -0.505, 0.013, 0.043, -0.053, 0.103, 0.088, 0.090, 0.133, 0.085, 0.051, 0.077, -0.005, -0.543, 0.018, 0.018, -0.068, 0.075, 0.084, 0.085, 0.123, 0.059, 0.088, 0.095]}

=====

{"formula": "C33H75O24P3", "method": "ωB97M-V/def2-TZVPD", "energy_ev": -112451.1358, "lumo_energy_ev": 0.5, "homo_lumo_gap_ev": 10.57, "smiles": "COP(=O)(OC)OC.COP(=O)(OC)OC.COP(=O)(OC)OC.CCOC(C)=O.CCOC(C)=O.CCOC(C)=O.CCOC(C)=O.CCOC(C)=O.CCOC(C)=O", "homo_ev": -10.06, "total_charge": 0, "elements": ["C", "O", "P", "O", "O", "C", "O", "C", "H", "H", "H", "H", "H", "H", "H", "H", "H", "C", "O", "P", "O", "O", "C", "O", "C", "H", "H", "H", "H", "H", "H", "H", "H", "H", "C", "O", "P", "O", "O", "C", "O", "C", "H", "H", "H", "H", "H", "H", "H", "H", "H", "O", "C", "O", "C", "C", "C", "H", "H", "H", "H", "H", "H", "H", "H", "O", "C", "O", "C", "C", "C", "H", "H", "H", "H", "H", "H", "H", "H", "O", "C", "O", "C", "C", "C", "H", "H", "H", "H", "H", "H", "H", "H", "O", "C", "O", "C", "C", "C", "H", "H", "H", "H", "H", "H", "H", "H", "O", "C", "O", "C", "C", "C", "H", "H", "H", "H", "H", "H", "H", "H", "O", "C", "O", "C", "C", "C", "H", "H", "H", "H", "H", "H", "H", "H"], "xyz": [[1.87, -0.26, -8.54], [2.10, -0.84, -7.26], [1.14, -1.96, -6.66], [-0.29, -1.63, -6.65], [1.54, -3.25, -7.48], [0.55, -3.91, -8.30], [1.74, -2.19, -5.21], [1.21, -1.39, -4.15], [2.67, 0.47, -8.67], [0.91, 0.27, -8.50], [1.78, -0.96, -9.37], [-0.38, -3.35, -8.18], [0.27, -4.91, -7.94], [0.96, -3.95, -9.30], [1.35, -0.33, -4.35], [1.50, -1.69, -3.14], [0.15, -1.64, -4.03], [-1.35, -1.64, 4.90], [-1.95, -1.31, 3.63], [-2.79, 0.07, 3.59], [-3.97, 0.15, 4.44], [-3.07, 0.17, 2.03], [-4.22, -0.59, 1.58], [-1.65, 1.18, 3.77], [-1.76, 2.23, 4.77], [-1.61, -0.95, 5.70], [-0.30, -1.81, 4.77], [-1.80, -2.60, 5.16], [-5.05, -0.42, 2.25], [-3.93, -1.65, 1.55], [-4.41, -0.32, 0.54], [-1.69, 3.20, 4.30], [-0.95, 2.02, 5.47], [-2.73, 2.08, 5.25], [2.96, 3.76, -2.42], [3.27, 2.43, -2.84], [3.41, 1.25, -1.82], [2.13, 0.80, -1.27], [4.38, 1.83, -0.69], [4.51, 1.04, 0.50], [4.19, 0.16, -2.66], [4.28, -1.18, -2.19], [2.31, 3.72, -1.54], [2.33, 4.19, -3.20], [3.82, 4.37, -2.18], [3.93, 0.12, 0.43], [4.13, 1.63, 1.33], [5.56, 0.88, 0.74], [4.32, -1.80, -3.08], [3.37, -1.51, -1.66], [5.14, -1.36, -1.54], [1.62, 0.08, 2.29], [0.81, 0.68, 1.63], [0.14, 0.22, 0.59], [0.24, -1.11, 0.06], [-1.18, -1.60, -0.14], [0.48, 2.14, 1.90], [0.73, -1.73, 0.80], [0.70, -1.07, -0.92], [-1.70, -1.47, 0.81], [-1.21, -2.64, -0.47], [-1.82, -1.10, -0.88], [-0.53, 2.22, 1.49], [1.20, 2.81, 1.44], [0.29, 2.27, 2.96], [-5.40, 3.78, 1.00], [-4.58, 3.18, 1.65], [-4.83, 2.66, 2.87], [-6.17, 2.73, 3.36], [-6.45, 4.13, 3.91], [-3.10, 3.27, 1.38], [-6.25, 1.94, 4.11], [-6.88, 2.38, 2.61], [-6.24, 4.89, 3.16], [-5.84, 4.30, 4.79], [-7.53, 4.19, 4.09], [-2.51, 2.57, 1.96], [-2.79, 4.29, 1.56], [-2.89, 3.04, 0.33], [-0.65, -3.58, -2.86], [-1.76, -4.04, -2.82], [-2.90, -3.34, -2.92], [-2.89, -1.92, -3.28], [-3.77, -1.84, -4.50], [-2.10, -5.48, -2.45], [-1.85, -1.66, -3.49], [-3.26, -1.35, -2.43], [-4.81, -2.09, -4.31], [-3.36, -2.29, -5.40], [-3.79, -0.77, -4.76], [-2.27, -5.50, -1.38], [-1.27, -6.11, -2.77], [-2.92, -5.82, -3.08], [-2.88, 1.13, -3.02], [-2.35, 2.00, -2.35], [-2.88, 3.19, -2.10], [-4.25, 3.36, -2.47], [-4.65, 4.82, -2.47], [-0.88, 1.86, -2.05], [-4.89, 2.80, -1.78], [-4.53, 2.85, -3.39], [-4.62, 5.31, -1.49], [-5.56, 4.91, -3.04], [-3.90, 5.40, -3.02], [-0.53, 2.31, -1.12], [-0.22, 2.21, -2.83], [-0.73, 0.78, -2.02], [6.81, 3.96, 4.61], [7.10, 2.86, 5.02], [6.35, 1.77, 4.81], [5.27, 1.89, 3.88], [3.91, 1.75, 4.59], [8.42, 2.57, 5.67], [5.44, 1.11, 3.14], [5.24, 2.83, 3.32], [3.98, 2.03, 5.64], [3.45, 0.79, 4.37], [3.24, 2.49, 4.15], [8.35, 2.53, 6.76], [9.12, 3.38, 5.47], [8.89, 1.67, 5.28], [3.71, -4.88, 4.00], [2.92, -5.38, 3.25], [2.00, -4.69, 2.57], [1.81, -3.30, 2.80], [0.35, -2.99, 3.12], [2.85, -6.86, 3.00], [2.15, -2.76, 1.92], [2.41, -3.00, 3.65], [0.16, -1.93, 3.19], [0.02, -3.44, 4.05], [-0.29, -3.45, 2.36], [3.69, -7.14, 2.37], [1.93, -7.18, 2.52], [2.91, -7.42, 3.94]], "lowdin_charge": [-0.095, -0.214, 0.367, -0.237, -0.204, -0.080, -0.189, -0.098, 0.088, 0.089, 0.087, 0.071, 0.086, 0.087, 0.099, 0.073, 0.049, -0.099, -0.223, 0.383, -0.212, -0.241, -0.065, -0.253, -0.053, 0.094, 0.050, 0.105, 0.083, 0.088, 0.092, 0.087, 0.093, 0.080, -0.084, -0.195, 0.359, -0.211, -0.199, -0.081, -0.188, -0.093, 0.083, 0.092, 0.092, 0.080, 0.075, 0.091, 0.095, 0.076, 0.092, 0.077, -0.536, -0.023, -0.170, -0.032, 0.041, 0.090, 0.096, 0.056, 0.077, 0.061, 0.058, 0.092, 0.067, 0.096, -0.522, -0.036, -0.218, -0.053, 0.037, 0.117, 0.123, 0.072, 0.078, 0.081, 0.036, 0.108, 0.076, 0.083, -0.547, -0.023, -0.198, -0.059, 0.025, 0.098, 0.097, 0.080, 0.082, 0.075, 0.088, 0.083, 0.083, 0.090, -0.520, 0.001, -0.234, -0.060, 0.034, 0.120, 0.118, 0.071, 0.080, 0.078, 0.075, 0.095, 0.070, 0.095, -0.539, -0.005, -0.216, -0.045, 0.015, 0.103, 0.110, 0.080, 0.063, 0.068, 0.090, 0.086, 0.086, 0.094, -0.545, 0.000, -0.192, -0.080, 0.017, 0.110, 0.122, 0.040, 0.076, 0.097, 0.092, 0.082, 0.088]}